Here is the molecule CH2FNO3S from OMol25. Energies are from ωB97M-V/def2-TZVPD.

Geometry (Å):
C 0.661 -0.404 -0.520
N 0.467 -1.376 0.342
O 1.330 -0.237 -1.474
O -1.519 0.463 0.876
O -1.138 2.016 -0.990
F 0.474 1.930 0.802
S -0.651 1.070 -0.083
H 0.736 -2.331 0.185
H -0.360 -1.129 0.862

- E_HOMO: -0.4063 Eh
- Gap between HOMO and LUMO: 11.2 eV
- Total energy: -817.818867 hartree
- SMILES: NC(=O)S(=O)(=O)F

Mulliken population analysis, charges in e, atoms 1 to 6: 0.499 -0.317 -0.437 -0.607 -0.470 -0.284